One molecule with the formula C2H3N3S in a non-equilibrium geometry, computed with the ωB97M-V functional and the def2-TZVPD basis.

Summary:
Max |F|: 0.100 Eh/bohr
Energy above the lowest of the compared OMol25 structures with the same formula, charge and spin: 5.835 eV
Orbital gap: 8.1 eV
Charge: 0
LUMO energy: -0.31 eV
HOMO energy: -8.46 eV
SMILES: [H]/N=N/NC1=CS1
E_tot: -17421.9621 eV

Last column: Mulliken charge in e.
Atoms and positions in Å:
C 1.125 0.453 -0.785  0.3650
C 1.061 -0.895 -0.477  -0.5416
N -0.087 -1.080 0.390  -0.0475
N -0.701 0.115 0.416  0.3867
N -1.914 0.339 0.605  -0.8085
S 2.402 0.395 0.361  -0.1777
H 0.724 1.227 -1.548  0.3425
H -0.510 -1.907 0.527  0.2162
H -2.100 1.354 0.511  0.2648

=====

An isolated ion of composition C8H10 and charge +1 in a non-equilibrium geometry, computed with the ωB97M-V functional and the def2-TZVPD basis.

Summary:
Max |F|: 0.079 Eh/bohr
Energy above the lowest of the compared OMol25 structures with the same formula, charge and spin: 3.057 eV
Orbital gap (spin up / spin down): 7.5 / 8.2 eV
Charge: +1
LUMO energy (spin up / spin down): -6.48 / -6.43 eV
Multiplicity: 2
HOMO energy (spin up / spin down): -14.00 / -14.67 eV
E_tot: -8445.8908 eV

Last column: Mulliken charge in e.
Atoms and positions in Å:
C 0.196 2.161 -0.139  -1.1852
C -1.028 1.359 0.330  -0.3918
C -0.774 -0.112 0.487  0.5917
C 0.528 -0.614 0.973  -0.1337
C 1.712 -0.566 0.149  -0.4613
C 0.988 -1.883 0.036  -0.3569
C -0.250 -2.005 -0.751  -0.2419
C -1.206 -1.015 -0.507  -0.5735
H 0.039 3.227 -0.287  0.3720
H 0.645 1.772 -1.051  0.3005
H 0.962 2.112 0.646  0.3437
H -1.796 1.376 -0.446  0.3285
H -1.392 1.750 1.283  0.3332
H 0.731 -0.752 2.036  0.3981
H 1.991 -0.159 -0.816  0.3272
H 1.382 -2.837 0.368  0.4308
H -0.523 -2.828 -1.400  0.4724
H -2.206 -0.984 -0.912  0.4463

=====

C14H26BF5N4O2PtS3Te as an isolated structure, computed with the ωB97M-V functional and the def2-TZVPD basis.

Summary:
Max |F|: 0.004 Eh/bohr
Energy above the lowest of the compared OMol25 structures with the same formula, charge and spin: 0.402 eV
Orbital gap (spin up / spin down): 8.8 / 5.8 eV
Charge: +2
LUMO energy (spin up / spin down): -5.87 / -9.65 eV
Multiplicity: 5
HOMO energy (spin up / spin down): -14.65 / -15.49 eV
E_tot: -82288.4673 eV

Last column: Mulliken charge in e.
Atoms and positions in Å:
Pt -0.463 0.537 -0.392  2.2347
C 2.001 1.518 -4.228  -0.7570
N 1.911 2.490 -3.131  0.1667
C 1.856 3.820 -3.250  -0.1874
C 1.716 4.340 -1.961  -0.5445
N 1.669 3.324 -1.093  0.2366
B 1.890 3.582 0.456  0.5887
N 0.982 2.692 1.394  0.3221
C 1.386 2.284 2.592  -0.5625
C 0.274 1.803 3.301  -0.1521
N -0.788 1.935 2.509  0.3901
C -2.175 1.579 2.812  -0.7036
C -0.381 2.460 1.292  -0.7928
S -1.407 2.903 0.038  -0.0866
C 1.774 2.163 -1.804  -0.1763
S 1.723 0.588 -1.222  -0.3422
H 2.190 2.063 -5.148  0.3383
H 1.065 0.969 -4.304  0.2965
H 2.823 0.834 -4.032  0.3564
H 1.908 4.326 -4.200  0.4970
H 1.681 5.368 -1.643  0.5252
H 3.022 3.303 0.726  -0.1118
H 1.592 4.725 0.642  -0.1081
H 2.411 2.364 2.915  0.5462
H 0.219 1.403 4.299  0.5464
H -2.196 1.078 3.775  0.3425
H -2.556 0.923 2.032  0.2225
H -2.778 2.483 2.849  0.3265
C 1.786 -2.663 2.684  -0.9193
C 0.553 -3.559 2.703  -0.4308
C -0.771 -2.827 2.891  -0.8869
S -1.441 -1.851 1.535  0.4575
O -0.319 -0.774 1.304  -1.0923
C -1.358 -3.018 0.149  -0.9611
C -0.111 -2.906 -0.716  1.0254
C -0.151 -3.939 -1.838  -1.6233
H 2.690 -3.270 2.664  0.3730
H 1.829 -2.045 3.584  0.3510
H 1.797 -2.001 1.819  0.0367
H 0.625 -4.253 3.543  0.4264
H 0.513 -4.187 1.811  0.2008
H -0.735 -2.129 3.731  0.4995
H -1.593 -3.521 3.097  0.5071
H -2.258 -2.828 -0.435  0.4245
H -1.445 -4.010 0.597  0.6883
H 0.791 -3.018 -0.113  0.1091
H -0.069 -1.906 -1.169  -0.6388
H -0.169 -4.952 -1.436  0.4386
H 0.728 -3.848 -2.474  0.4014
H -1.036 -3.805 -2.461  0.3404
F -1.399 -0.682 -3.006  -0.4777
Te -3.055 -0.084 -2.344  2.1085
F -3.645 -1.829 -2.257  -0.3998
F -2.394 1.655 -2.568  -0.4469
F -4.693 0.558 -1.823  -0.3801
F -3.609 -0.006 -4.087  -0.3584
O -2.413 -0.161 -0.608  -1.1841

=====

One molecule with the formula C2H5N3O2S in a non-equilibrium geometry, computed with the ωB97M-V functional and the def2-TZVPD basis.

Summary:
Max |F|: 0.053 Eh/bohr
Energy above the lowest of the compared OMol25 structures with the same formula, charge and spin: 4.198 eV
Orbital gap: 9.5 eV
Charge: 0
LUMO energy: 0.58 eV
HOMO energy: -8.96 eV
SMILES: [H]/N=C/NOC(=S)NO
E_tot: -21551.7159 eV

Last column: Mulliken charge in e.
Atoms and positions in Å:
C -1.810 -0.242 0.006  0.3704
C 1.599 -0.521 -0.338  0.0969
H 0.132 1.628 0.427  0.3759
H -2.446 1.622 0.280  0.2749
H 0.646 -1.247 1.250  0.3143
H 1.267 -0.084 -1.290  0.3668
H 3.438 -0.572 -0.668  0.2814
N -1.590 1.061 0.278  -0.1106
N 0.501 -0.550 0.522  -0.4105
N 2.739 -0.804 0.040  -0.6321
O -0.562 1.742 -0.263  -0.4139
O -0.675 -1.049 -0.117  -0.1675
S -3.239 -0.984 -0.126  -0.3460

=====

One molecule with the formula C5H5NO, computed with the ωB97M-V functional and the def2-TZVPD basis.

Summary:
Max |F|: 0.011 Eh/bohr
Energy above the lowest of the compared OMol25 structures with the same formula, charge and spin: 3.160 eV
Orbital gap: 10.2 eV
Charge: 0
LUMO energy: 0.10 eV
HOMO energy: -10.06 eV
SMILES: C#CC(=O)[C@H]1CN1
E_tot: -8800.2591 eV

Last column: Mulliken charge in e.
Atoms and positions in Å:
O 0.255 0.418 2.032  -0.5376
C 0.527 0.314 0.855  0.1421
C 1.816 -0.144 0.342  -0.3457
C 2.778 -0.555 -0.256  0.3106
C -0.439 0.583 -0.255  -0.0676
C -1.472 -0.458 -0.505  -0.4760
N -1.834 0.847 0.023  -0.6262
H 3.634 -0.924 -0.779  0.3966
H -0.006 1.102 -1.107  0.3782
H -1.505 -1.322 0.157  0.2465
H -1.759 -0.652 -1.536  0.2601
H -1.993 0.792 1.028  0.3190

=====

A 3-piece molecular cluster, CH9NO3 overall in a non-equilibrium geometry, computed with the ωB97M-V functional and the def2-TZVPD basis.

Summary:
Max |F|: 0.093 Eh/bohr
Energy above the lowest of the compared OMol25 structures with the same formula, charge and spin: 1.495 eV
Orbital gap: 9.6 eV
Charge: 0
LUMO energy: 0.42 eV
HOMO energy: -9.22 eV
SMILES: NCO.O.O
E_tot: -8814.1121 eV

Last column: Mulliken charge in e.
Atoms and positions in Å:
N -0.228 -0.313 1.476  -0.5101
C -1.539 -0.624 1.141  0.0173
O -1.824 -0.132 -0.086  -0.5264
H 0.422 -0.213 0.747  0.1649
H 0.041 0.469 2.078  0.2454
H -1.804 -1.678 0.940  0.1731
H -2.336 -0.225 1.949  0.2136
H -1.008 0.043 -0.634  0.2138
H 2.844 1.624 0.226  0.2992
H 2.001 1.624 -1.087  0.3295
O 1.995 1.484 -0.139  -0.6200
H 1.001 -0.489 -1.699  0.3089
H -0.177 -1.113 -2.327  0.3597
O 0.611 -0.458 -2.584  -0.6689

=====

One molecule with the formula C5H10N2 in a non-equilibrium geometry, computed with the ωB97M-V functional and the def2-TZVPD basis.

Summary:
Max |F|: 0.060 Eh/bohr
Energy above the lowest of the compared OMol25 structures with the same formula, charge and spin: 2.332 eV
Orbital gap: 8.5 eV
Charge: 0
LUMO energy: 0.86 eV
HOMO energy: -7.63 eV
SMILES: C=NC(N)=C(C)C
E_tot: -8325.0013 eV

Last column: Mulliken charge in e.
Atoms and positions in Å:
C 1.743 0.192 -0.468  -1.8471
C 0.014 1.543 0.761  -1.2869
C -0.398 -0.883 0.245  0.4615
C 0.291 0.292 -0.054  0.7548
N 0.141 -2.144 0.222  -0.4442
C -2.283 0.000 -0.606  -0.4335
N -1.776 -0.853 0.201  -0.5513
H -0.457 -2.891 -0.096  0.2360
H 1.136 -2.253 0.133  0.2016
H 0.108 2.433 0.135  0.3306
H -1.004 1.543 1.146  0.3860
H 1.890 -0.581 -1.223  0.4190
H 2.078 1.155 -0.853  0.3940
H 2.404 -0.051 0.370  0.3465
H 0.737 1.636 1.577  0.3523
H -3.344 0.207 -0.475  0.2896
H -1.280 0.654 -1.016  0.3911

=====

A 3-piece molecular cluster, CH8N2O2 overall in a non-equilibrium geometry, computed with the ωB97M-V functional and the def2-TZVPD basis.

Summary:
Max |F|: 0.066 Eh/bohr
Energy above the lowest of the compared OMol25 structures with the same formula, charge and spin: 1.648 eV
Orbital gap: 9.7 eV
Charge: 0
LUMO energy: 0.65 eV
HOMO energy: -9.05 eV
SMILES: [H]/N=C/N.O.O
E_tot: -8240.6083 eV

Last column: Mulliken charge in e.
Atoms and positions in Å:
N -0.167 -0.184 1.521  -0.4113
C -0.186 1.091 0.928  0.2556
N -1.154 2.011 0.903  -0.6341
H -0.892 -0.929 1.434  0.2304
H 0.742 -0.474 1.853  0.2168
H 0.766 1.252 0.300  0.1313
H -0.715 2.967 0.592  0.2498
H 2.454 1.046 -2.452  0.3341
H 3.628 0.116 -3.236  0.3269
O 2.705 0.151 -2.900  -0.6620
H -2.749 -1.617 0.338  0.3279
H -2.334 -3.115 0.143  0.3021
O -2.099 -2.313 0.577  -0.6674